{
  "formula": "C32H73N3O28S7",
  "method": "ωB97M-V/def2-TZVPD",
  "charge": 0,
  "spin_multiplicity": 1,
  "orbital_gap_ev": 7.6,
  "total_energy_ha": -6321.14244,
  "species": ["O", "S", "O", "O", "C", "C", "O", "H", "H", "H", "H", "O", "S", "O", "O", "C", "C", "O", "H", "H", "H", "H", "O", "S", "O", "O", "C", "C", "O", "H", "H", "H", "H", "O", "S", "O", "O", "C", "C", "O", "H", "H", "H", "H", "O", "S", "O", "O", "C", "C", "O", "H", "H", "H", "H", "O", "S", "O", "O", "C", "C", "O", "H", "H", "H", "H", "O", "S", "O", "O", "C", "C", "O", "H", "H", "H", "H", "C", "C", "N", "C", "C", "C", "C", "H", "H", "H", "H", "H", "H", "H", "H", "H", "H", "H", "H", "H", "H", "H", "C", "C", "N", "C", "C", "C", "C", "H", "H", "H", "H", "H", "H", "H", "H", "H", "H", "H", "H", "H", "H", "H", "C", "C", "N", "C", "C", "C", "C", "H", "H", "H", "H", "H", "H", "H", "H", "H", "H", "H", "H", "H", "H", "H"],
  "coordinates": [[-5.9648, 1.1264, -3.8226], [-5.9651, -0.2527, -3.5424], [-5.0691, -0.7808, -2.5764], [-7.4600, -0.7304, -3.1848], [-7.8215, -1.9304, -3.8952], [-6.5592, -2.3504, -4.6573], [-5.9157, -1.0965, -4.8761], [-8.1547, -2.6215, -3.1253], [-8.6463, -1.7274, -4.5758], [-6.7334, -2.7840, -5.6363], [-5.9441, -3.0516, -4.0912], [-5.5005, 0.8220, 3.1947], [-4.4603, 1.6440, 2.6994], [-4.6565, 2.3666, 1.5070], [-3.9501, 2.5996, 3.8657], [-3.0965, 1.8660, 4.7328], [-2.5379, 0.6888, 3.9018], [-3.1137, 0.8431, 2.5827], [-2.2648, 2.4840, 5.0661], [-3.5955, 1.5277, 5.6412], [-2.7401, -0.3133, 4.2690], [-1.4745, 0.7902, 3.6935], [2.5779, -1.2966, 4.7528], [1.4269, -0.4720, 4.7733], [1.4769, 0.8100, 4.2054], [0.2537, -1.3127, 4.0761], [-0.1629, -2.3167, 5.0085], [-0.0630, -1.6257, 6.3730], [0.7316, -0.4576, 6.1947], [-1.1779, -2.6662, 4.8541], [0.5769, -3.1117, 4.9186], [0.3090, -2.2829, 7.1608], [-1.0287, -1.3099, 6.7726], [-2.4511, 6.1644, -0.4381], [-2.1737, 5.1813, -1.4166], [-0.9536, 5.2115, -2.1294], [-2.5175, 3.7768, -0.7840], [-3.3965, 3.0203, -1.6565], [-4.2480, 4.1063, -2.2505], [-3.3806, 5.2014, -2.5069], [-2.7719, 2.5320, -2.4115], [-3.8877, 2.2437, -1.0809], [-5.0342, 4.3971, -1.5452], [-4.7929, 3.7670, -3.1312], [-2.0845, 0.4579, -5.1508], [-0.7509, 0.9158, -5.0250], [0.2745, 0.0355, -4.6391], [-0.3330, 1.7746, -6.2861], [-0.4328, 3.2155, -6.0532], [-1.0194, 3.3624, -4.6620], [-0.6647, 2.1228, -3.9873], [0.5698, 3.5905, -6.2327], [-1.1107, 3.5566, -6.8329], [-2.1068, 3.3099, -4.6383], [-0.5333, 4.0889, -4.0259], [0.7535, -3.1086, -7.1814], [-0.5428, -3.1267, -6.6144], [-1.4859, -2.1415, -6.9637], [-1.2166, -4.5570, -6.8329], [-0.7936, -5.4503, -5.8056], [-0.8374, -4.5649, -4.5674], [-0.4471, -3.2676, -5.0300], [-1.4818, -6.2862, -5.7341], [0.2165, -5.7997, -6.0252], [-0.1257, -4.8469, -3.7944], [-1.8352, -4.4940, -4.1330], [-3.0844, -4.1739, 1.5480], [-3.8197, -3.1266, 2.1534], [-3.2392, -2.3412, 3.1792], [-4.3002, -2.1039, 1.0325], [-5.5293, -2.5783, 0.4485], [-6.2632, -3.0214, 1.6951], [-5.2692, -3.7295, 2.4718], [-6.0126, -1.6944, 0.0461], [-5.3164, -3.4239, -0.2013], [-7.0868, -3.7042, 1.4873], [-6.6631, -2.2178, 2.3134], [2.0635, 4.4808, 1.2176], [2.7720, 3.6986, 2.3308], [4.2264, 3.8122, 2.3736], [4.6972, 5.0002, 3.0585], [6.1176, 4.8544, 3.6058], [4.8876, 3.6300, 1.0883], [4.5226, 2.2640, 0.5319], [1.0327, 4.6295, 1.5574], [1.9911, 3.9530, 0.2655], [2.4271, 5.4909, 1.0269], [2.3904, 4.1478, 3.2498], [2.4860, 2.6471, 2.3648], [4.6339, 5.8750, 2.3825], [4.0532, 5.2566, 3.9015], [6.3176, 5.5595, 4.4118], [6.1946, 3.8518, 4.0342], [6.8748, 4.9550, 2.8295], [5.9632, 3.6219, 1.2557], [4.6007, 4.4170, 0.3742], [5.1109, 1.9828, -0.3452], [3.5024, 2.1860, 0.1349], [4.5574, 1.4659, 1.2754], [0.2341, 1.4977, 0.7778], [-0.7922, 0.8274, -0.0992], [-0.6782, -0.6211, -0.1954], [-0.5106, -1.3073, 1.0620], [-0.0386, -2.7536, 0.9086], [-1.8828, -1.1676, -0.8586], [-1.6267, -1.3473, -2.3399], [-0.0062, 2.5655, 0.7661], [1.2721, 1.4239, 0.4520], [0.1751, 1.2041, 1.8268], [-1.7957, 1.1368, 0.2497], [-0.7299, 1.2778, -1.0966], [0.2381, -0.8781, 1.7265], [-1.4231, -1.3020, 1.6891], [-0.5832, -3.2364, 0.0931], [0.9778, -2.7880, 0.5008], [-0.0915, -3.2772, 1.8592], [-2.7141, -0.4558, -0.7669], [-2.1460, -2.1001, -0.3722], [-1.5913, -0.4103, -2.8859], [-2.5368, -1.7370, -2.8262], [-0.8066, -1.9989, -2.6277], [8.4589, -3.1771, 0.2469], [7.5942, -2.8977, 1.4759], [6.4343, -2.0683, 1.1631], [5.7255, -1.6967, 2.3869], [6.4965, -0.6612, 3.2148], [5.5367, -2.7736, 0.2508], [4.4785, -1.8521, -0.3496], [8.2669, -2.4237, -0.5136], [8.2871, -4.1671, -0.1751], [9.5047, -3.1497, 0.5547], [7.2546, -3.8259, 1.9742], [8.1711, -2.3633, 2.2303], [4.7414, -1.2827, 2.1992], [5.6646, -2.6056, 3.0145], [7.3858, -1.0228, 3.7275], [6.8926, 0.1143, 2.5481], [5.7883, -0.1645, 3.8775], [5.1295, -3.6905, 0.7125], [6.1111, -3.1241, -0.6090], [4.8566, -1.3816, -1.2565], [4.1521, -1.0478, 0.3080], [3.5856, -2.4215, -0.6179]],
  "forces_ev_per_a": [[0.01, 0.50, -0.28], [-0.80, -0.73, 0.16], [0.10, -0.20, 0.19], [0.16, 0.33, 0.02], [-0.12, -0.14, 0.29], [-0.26, -0.23, 0.11], [0.88, 0.18, -0.34], [0.09, -0.32, -0.20], [0.02, 0.28, 0.05], [-0.23, 0.09, -0.03], [0.22, 0.30, 0.12], [-0.45, -0.52, 0.37], [0.51, -0.07, 0.11], [-0.02, 0.53, -0.45], [-0.26, 0.36, -0.03], [0.79, -0.58, 0.58], [0.56, 0.05, -0.76], [-0.25, -0.28, 0.07], [-0.19, 0.39, -0.28], [-0.44, -0.02, -0.25], [-0.26, 0.11, 0.13], [0.06, -0.03, 0.35], [0.46, -0.14, 0.56], [-0.35, -1.42, -0.85], [-0.32, 0.96, 0.05], [-0.61, 0.47, -0.11], [0.77, -0.11, 0.42], [-0.77, -0.46, 0.83], [0.48, 0.43, 0.33], [0.03, 0.13, -0.63], [-0.28, -0.29, 0.14], [0.61, 0.07, -0.26], [-0.06, 0.32, -0.42], [0.27, 0.23, 0.29], [-1.60, 0.47, 0.05], [0.53, -0.29, -0.18], [0.35, -0.22, 0.01], [0.94, -0.12, -0.44], [-1.66, -0.58, 0.36], [0.73, -0.35, 0.05], [-0.05, 0.01, -0.01], [-0.22, 0.29, 0.23], [0.25, 0.20, 0.15], [0.48, 0.23, -0.36], [-0.55, 0.09, -0.27], [0.43, 0.88, 0.70], [0.62, -0.86, -0.33], [-0.07, 0.01, -0.08], [-0.32, -0.95, -0.91], [0.32, -1.28, 0.85], [0.11, -0.07, -0.17], [-0.01, 0.27, 0.39], [0.06, 0.36, 0.11], [-0.07, 0.99, -0.30], [-0.50, 0.61, -0.25], [0.36, -0.09, 0.04], [-0.11, -0.38, 0.43], [-0.41, 0.38, -0.15], [-0.34, -0.23, -0.51], [0.25, 0.18, 0.34], [0.23, 0.04, 0.28], [0.18, 0.28, -0.12], [-0.08, 0.03, -0.21], [-0.01, -0.05, 0.04], [-0.02, -0.13, -0.03], [-0.04, 0.02, -0.10], [0.40, -0.40, 0.17], [-0.34, 0.17, -1.42], [-0.22, -0.20, 0.73], [0.22, -0.01, 0.09], [0.02, 0.53, 1.31], [-0.74, -0.51, 0.31], [0.25, 0.39, 0.29], [0.09, -0.25, -0.68], [-0.16, 0.24, -0.41], [0.20, -0.20, 0.02], [0.23, 0.29, -0.23], [-0.87, -0.20, -0.05], [0.14, 0.83, 0.02], [0.18, -0.03, 0.46], [0.16, 0.71, -0.17], [-0.20, -0.45, -0.06], [-0.57, -0.90, 0.34], [-0.68, -0.60, -0.89], [-0.04, -0.06, -0.18], [0.21, 0.02, -0.01], [0.40, -0.09, 0.17], [0.20, -0.28, 0.23], [-0.12, 0.02, -0.29], [0.14, 0.06, 0.10], [-0.21, -0.35, -0.05], [0.01, 0.19, -0.15], [0.12, 0.02, -0.02], [0.07, 0.06, 0.07], [0.04, 0.34, -0.06], [0.26, 0.07, -0.03], [0.37, 0.05, 0.26], [-0.05, 0.45, 0.21], [0.46, 0.14, 0.13], [-0.07, 0.86, 0.31], [-0.07, 0.17, -0.06], [-0.50, -0.18, 0.05], [0.39, -0.46, 1.25], [0.20, 0.34, -1.26], [1.00, 0.56, -0.74], [-1.50, -0.33, -0.84], [0.08, -0.01, 0.01], [-0.05, -0.35, -0.14], [0.04, -0.13, -0.05], [0.05, -0.20, 0.25], [0.16, -0.31, -0.13], [0.04, 0.57, -0.45], [-0.12, 0.06, -0.23], [-0.40, -0.41, 0.54], [0.16, 0.24, 0.46], [-0.11, -0.25, -0.12], [-0.13, -0.19, 0.31], [-0.19, -0.07, -0.13], [0.68, 0.25, 0.38], [0.07, -0.40, 0.28], [0.25, 0.18, 0.26], [0.13, -0.25, 0.46], [-0.33, 0.26, 0.16], [-0.45, -0.01, -0.35], [1.37, -0.28, 0.79], [-0.01, 0.67, -0.80], [0.23, 0.27, -0.39], [-0.40, -0.15, -0.06], [0.17, 0.06, -0.02], [-0.14, 0.05, -0.07], [0.06, 0.08, -0.24], [0.11, -0.10, -0.15], [0.10, 0.02, -0.10], [-0.08, -0.26, -0.23], [-0.63, 0.06, -0.03], [-0.30, -0.30, 0.34], [-0.25, 0.01, -0.08], [0.27, -0.11, 0.36], [-0.24, 0.19, 0.17], [0.20, -0.14, 0.19], [0.03, 0.03, 0.02], [0.05, -0.08, 0.11], [0.02, 0.04, -0.07]],
  "mulliken_charge": [-0.58, 0.96, -0.16, -0.38, -0.30, -0.27, -0.34, 0.28, 0.25, 0.33, 0.21, -0.63, 1.11, -0.47, -0.39, -0.33, 0.47, 0.00, 0.34, 0.30, 0.00, -0.46, -0.63, 1.18, -0.47, 0.05, -0.43, -0.46, -0.36, 0.21, 0.38, 0.29, 0.29, -0.61, 1.13, -0.60, -0.10, 0.55, -0.40, -0.37, -0.61, 0.29, 0.41, 0.30, -0.37, 0.97, -0.51, -0.43, -0.38, -0.19, -0.01, 0.31, 0.28, 0.19, 0.21, -0.56, 1.05, -0.50, -0.33, -0.41, -0.28, -0.10, 0.30, 0.31, 0.32, 0.22, -0.60, 1.01, -0.42, -0.23, -0.13, -0.49, -0.35, 0.24, 0.21, 0.33, 0.33, -1.16, -0.55, 0.20, -0.50, -1.23, -0.58, -1.12, 0.42, 0.26, 0.40, 0.52, 0.05, 0.28, 0.45, 0.41, 0.27, 0.30, 0.46, 0.28, 0.56, 0.06, 0.27, -1.12, 0.66, 0.60, 0.59, -1.49, 0.54, -1.24, 0.28, 0.34, -0.14, -0.29, -0.04, 0.33, -0.40, 0.41, 0.17, 0.30, -0.18, 0.32, -0.44, 0.32, 0.41, -1.40, -0.30, 0.01, -0.04, -1.61, -0.53, -0.82, 0.38, 0.31, 0.40, 0.40, 0.28, 0.08, 0.26, 0.44, 0.38, 0.39, 0.36, 0.37, 0.36, 0.01, 0.26]
}

{
  "formula": "C33H35NO13P2",
  "method": "ωB97M-V/def2-TZVPD",
  "charge": 0,
  "spin_multiplicity": 1,
  "orbital_gap_ev": 5.6,
  "total_energy_ha": -2993.84522,
  "species": ["C", "C", "P", "C", "C", "C", "O", "N", "C", "C", "C", "C", "C", "C", "P", "C", "C", "C", "C", "H", "H", "H", "H", "H", "H", "H", "H", "H", "H", "H", "H", "H", "H", "H", "H", "H", "H", "H", "H", "H", "H", "H", "O", "C", "C", "C", "O", "C", "O", "C", "C", "O", "H", "H", "H", "H", "O", "C", "C", "C", "O", "C", "O", "C", "C", "O", "H", "H", "H", "H", "O", "C", "C", "C", "O", "C", "O", "C", "C", "O", "H", "H", "H", "H"],
  "coordinates": [[-1.3771, 0.0263, 0.0778], [-1.4201, 0.9976, -0.6480], [-1.2662, 2.3134, -1.9847], [0.6094, 1.8792, -2.1564], [1.5252, 3.1300, -2.0940], [3.0377, 2.8312, -1.9847], [3.7270, 3.0031, -2.9561], [3.7023, 2.3947, -0.7546], [3.2724, 1.0522, -0.4556], [2.7987, 0.6682, 0.8072], [2.3682, -0.6506, 0.9875], [2.3777, -1.6109, -0.0362], [2.8763, -1.2034, -1.3299], [3.3165, 0.1190, -1.5173], [-3.4225, 2.7714, -1.8873], [-4.4901, 1.4224, -2.6008], [-4.5964, 0.0915, -1.7716], [-3.9531, 3.3066, -0.1797], [-5.2969, 2.7078, 0.3278], [-1.2397, -0.7111, 0.8550], [-0.9277, 3.6220, -1.4859], [-1.4261, 2.0064, -3.3788], [0.8079, 1.1456, -1.3532], [0.7480, 1.3109, -3.1022], [1.3913, 3.6711, -3.0527], [1.1910, 3.8336, -1.3026], [3.3867, 2.9833, 0.0190], [2.7402, 1.3921, 1.6312], [1.9667, -0.9796, 1.9545], [2.0175, -2.6333, 0.1280], [2.8960, -1.8840, -2.1921], [3.6636, 0.3854, -2.5215], [-4.0804, 1.1593, -3.5962], [-5.5075, 1.8283, -2.7287], [-4.0165, -0.6965, -2.2959], [-5.6385, -0.2846, -1.7098], [-4.2122, 0.1547, -0.7428], [-3.1518, 3.1621, 0.5777], [-4.0982, 4.4024, -0.2295], [-5.4386, 3.0889, 1.3643], [-5.2975, 1.6110, 0.4126], [-6.1565, 3.0895, -0.2493], [-3.2799, 5.7550, 1.7675], [-3.8544, 6.6373, 2.3786], [-5.2342, 6.5162, 2.8328], [-5.8212, 7.5255, 3.4865], [-7.0830, 7.4476, 3.9188], [-5.0940, 8.8042, 3.7709], [-5.6788, 9.6977, 4.3524], [-3.7059, 8.9158, 3.3370], [-3.1186, 7.9052, 2.6865], [-1.8476, 7.9723, 2.2761], [-5.7490, 5.5896, 2.6196], [-7.2653, 8.3021, 4.3542], [-3.1862, 9.8364, 3.5630], [-1.6687, 7.1204, 1.8350], [1.8300, -7.7510, -4.4743], [1.5500, -7.1456, -3.4571], [0.9600, -5.8092, -3.4684], [0.6843, -5.1799, -2.3210], [0.1383, -3.9522, -2.3123], [0.9755, -5.8152, -0.9955], [0.7307, -5.1965, 0.0243], [1.5432, -7.1577, -0.9864], [1.8119, -7.7877, -2.1328], [2.3318, -9.0230, -2.1571], [0.7592, -5.3632, -4.4326], [0.0320, -3.7127, -1.3730], [1.7302, -7.6092, -0.0281], [2.4319, -9.2472, -3.1011], [6.9976, -4.4767, 3.9004], [6.1107, -4.8423, 3.1532], [4.6961, -4.7523, 3.4968], [3.7644, -5.1861, 2.6398], [2.4576, -5.1153, 2.9179], [4.1335, -5.7762, 1.3154], [3.2416, -6.1714, 0.5863], [5.5437, -5.8450, 0.9592], [6.4767, -5.4080, 1.8139], [7.7787, -5.4535, 1.5213], [4.4432, -4.3259, 4.4573], [1.9964, -5.4895, 2.1391], [5.7943, -6.2573, -0.0083], [8.2366, -5.0825, 2.2997]],
  "forces_ev_per_a": [[0.11, 0.57, 0.34], [0.73, -0.11, -0.52], [0.48, -1.70, 1.30], [0.18, -0.47, 0.53], [-0.27, -0.23, -0.21], [0.43, 0.90, -0.79], [-0.20, -0.26, 0.18], [-1.57, -0.34, 0.39], [0.21, -0.37, -0.46], [0.12, -0.16, -0.52], [-0.31, -0.78, 0.03], [0.75, 1.04, -1.45], [-0.41, 0.33, 1.36], [-0.26, -1.06, 0.38], [-0.92, 1.82, -1.31], [0.08, -1.13, 1.13], [-0.04, -0.49, -0.47], [-0.31, -0.26, 0.36], [0.35, 0.53, 0.83], [-0.27, 0.20, -0.55], [-0.38, -0.17, -0.19], [-0.32, 0.24, 0.01], [0.17, 0.58, -0.31], [-0.02, 0.50, 0.38], [0.31, -0.16, 0.53], [0.23, -0.49, -0.07], [0.14, 0.01, -0.20], [0.05, -0.33, -0.41], [0.25, 0.35, -0.28], [0.17, 0.47, 0.01], [-0.04, 0.21, 0.56], [-0.03, 0.19, 0.56], [-0.26, 0.50, 0.42], [0.56, 0.11, -0.13], [-0.24, 0.35, 0.46], [0.48, 0.31, -0.09], [-0.06, 0.12, -0.47], [-0.40, -0.18, -0.47], [0.21, -0.58, -0.10], [-0.02, -0.22, -0.55], [-0.09, 0.45, -0.30], [0.38, -0.44, 0.03], [0.32, 0.22, 0.05], [-0.52, -0.32, 0.06], [0.22, -0.09, -0.13], [-0.42, -0.54, -0.07], [0.40, 0.45, 0.04], [0.52, 0.35, -0.02], [-0.29, -0.21, 0.03], [-0.20, 0.08, 0.10], [0.41, 0.52, 0.08], [-0.39, -0.44, -0.06], [-0.02, 0.02, 0.00], [-0.07, -0.02, 0.01], [0.01, -0.01, -0.02], [0.06, 0.03, -0.03], [0.08, -0.24, 0.16], [-0.14, 0.41, -0.29], [0.09, -0.17, -0.09], [-0.18, 0.44, -0.61], [0.24, -0.49, 0.54], [0.23, -0.55, 0.22], [-0.31, 0.43, -0.08], [-0.56, -0.04, -0.20], [0.07, -0.32, 0.46], [-0.14, 0.35, -0.43], [0.00, 0.02, 0.02], [-0.01, 0.08, -0.04], [-0.08, -0.10, -0.06], [0.03, -0.06, 0.02], [0.26, -0.09, -0.25], [-0.47, 0.19, 0.42], [0.27, 0.03, 0.04], [-0.39, 0.26, 0.62], [0.36, -0.27, -0.56], [0.50, -0.10, -0.34], [0.52, 0.31, 0.58], [-0.27, -0.03, -0.07], [0.28, -0.22, -0.57], [-0.29, 0.19, 0.50], [-0.02, -0.01, -0.01], [-0.14, 0.12, 0.00], [0.03, 0.00, 0.02], [0.07, -0.01, -0.03]],
  "mulliken_charge": [0.35, -0.87, 0.40, -0.18, -0.63, 0.05, -0.49, -0.28, 0.42, -0.60, -0.80, -0.38, -0.40, -0.27, -0.31, -0.57, -0.85, -0.07, -1.20, 0.47, -0.04, 0.01, -0.35, 0.38, 0.32, 0.45, 0.36, 0.27, 0.41, 0.60, 0.37, 0.43, 0.45, 0.41, 0.26, 0.27, 0.11, 0.31, 0.31, 0.31, 0.28, 0.31, -0.56, 1.03, -0.96, 0.46, -0.57, 0.84, -0.61, -0.92, 0.35, -0.58, 0.40, 0.35, 0.42, 0.34, -0.62, 0.93, -0.79, 0.08, -0.54, 1.34, -0.70, -0.91, 0.28, -0.58, 0.44, 0.30, 0.40, 0.35, -0.62, 0.97, -0.85, 0.37, -0.64, 0.77, -0.27, -1.12, 0.42, -0.57, 0.44, 0.30, 0.46, 0.35]
}

Here are the calculated energy above the lowest of the compared OMol25 structures with the same formula, charge and spin numbers, same order: 35.7 0.0 (kcal per mole).